[1]
91
Properties=species:S:1:pos:R:3 method="wB97M-V/def2-TZVPD" total_charge=0 homo_ev="-7.056 / -7.049" gap_ev="7.31 / 5.61" spin_multiplicity=2
In 0.146 -0.108 -0.148
C 3.213 2.448 1.923
C 2.303 3.360 2.742
C 2.147 4.719 2.054
C 2.928 3.561 4.124
N 0.957 2.781 2.882
C 0.300 2.602 4.071
C -0.986 2.302 3.793
N -1.141 2.283 2.436
B -2.545 2.090 1.821
N -3.078 0.688 2.138
C -4.415 0.435 2.223
C -4.579 -0.883 2.459
N -3.334 -1.462 2.503
C -2.425 -0.478 2.293
S -0.731 -0.615 2.328
C -3.200 -2.913 2.695
C -3.784 -3.254 4.071
C -1.761 -3.408 2.638
C -3.984 -3.599 1.569
N -2.614 2.379 0.309
C -2.777 3.664 -0.129
C -2.981 3.632 -1.460
N -2.953 2.321 -1.868
C -2.706 1.567 -0.767
S -2.564 -0.118 -0.678
C -3.212 1.991 -3.282
C -3.145 0.498 -3.579
C -2.145 2.703 -4.122
C -4.624 2.491 -3.623
C 0.056 2.551 1.890
S 0.353 2.572 0.216
H 4.090 3.005 1.604
H 2.704 2.079 1.040
H 3.540 1.590 2.505
H 3.108 5.227 2.016
H 1.444 5.344 2.604
H 1.781 4.586 1.038
H 3.934 3.950 3.993
H 3.008 2.618 4.662
H 2.364 4.275 4.719
H 0.779 2.685 5.022
H -1.802 2.087 4.451
H -3.267 2.879 2.357
H -5.140 1.214 2.119
H -5.483 -1.437 2.599
H -3.232 -2.731 4.850
H -3.701 -4.323 4.247
H -4.831 -2.977 4.145
H -1.149 -2.948 3.409
H -1.321 -3.190 1.671
H -1.757 -4.486 2.785
H -5.048 -3.393 1.635
H -3.843 -4.675 1.621
H -3.618 -3.247 0.606
H -2.717 4.493 0.545
H -3.148 4.444 -2.134
H -2.150 0.111 -3.369
H -3.346 0.345 -4.636
H -3.874 -0.059 -2.998
H -1.160 2.367 -3.805
H -2.201 3.784 -4.026
H -2.270 2.447 -5.172
H -5.359 1.988 -2.997
H -4.848 2.263 -4.662
H -4.725 3.564 -3.485
N 1.313 -4.492 0.026
C 0.410 -4.626 -0.993
C 0.082 -5.689 -1.819
C -0.906 -5.468 -2.756
C -1.538 -4.227 -2.873
C -1.215 -3.166 -2.055
C -0.233 -3.376 -1.092
N 0.297 -2.532 -0.150
C 1.223 -3.216 0.488
C 2.003 -2.735 1.600
C 2.967 -3.448 2.266
S 3.662 -2.510 3.515
C 2.585 -1.220 3.069
N 1.817 -1.479 2.084
H 2.028 -5.160 0.261
H 0.587 -6.637 -1.731
H -1.195 -6.271 -3.415
H -2.289 -4.099 -3.635
H -1.693 -2.203 -2.153
H 3.301 -4.450 2.091
H 2.595 -0.283 3.587
S 2.733 -2.890 -2.662
Sb 2.682 -0.566 -2.604
S 2.740 -0.213 -0.217
S 0.323 -0.047 -2.703

[2]
82
Properties=species:S:1:pos:R:3 method="wB97M-V/def2-TZVPD" total_charge=+2 homo_ev="-13.382 / -13.383" gap_ev="3.93 / 3.93"
Pd -0.436 1.088 0.174
C -3.201 -0.954 2.979
C -2.820 -0.874 1.642
N -2.169 0.261 1.422
N -2.172 0.959 2.572
C -2.770 0.235 3.533
B -2.114 2.504 2.549
N -0.691 3.049 2.662
C -0.319 4.035 3.494
C 0.883 4.548 3.050
C 1.183 3.796 1.918
N 0.230 2.889 1.703
N -2.630 2.929 1.157
C -3.679 3.705 0.876
C -3.777 3.833 -0.500
C -2.716 3.083 -1.000
N -2.040 2.554 0.016
H -3.728 -1.756 3.451
H -3.060 -1.546 0.847
H -2.852 0.599 4.536
H -2.796 2.943 3.401
H -0.923 4.312 4.333
H 1.452 5.355 3.463
H 2.033 3.917 1.278
H -4.294 4.112 1.653
H -4.504 4.388 -1.054
H -2.419 2.930 -2.023
C 2.764 0.301 1.844
C 3.104 1.219 0.666
C 4.566 1.134 0.239
P 1.799 0.897 -0.628
C 2.037 1.949 -2.144
C 2.039 3.424 -1.759
C 0.861 1.601 -3.063
C 2.177 -0.776 -1.228
C 3.379 -1.124 -1.809
C 3.653 -2.441 -2.197
C 4.957 -2.830 -2.778
C 2.646 -3.407 -2.021
C 1.428 -3.080 -1.499
C 1.148 -1.749 -1.064
N -0.034 -1.386 -0.592
C -1.093 -2.230 -0.454
C -2.188 -2.096 -1.351
C -2.212 -0.925 -2.280
C -3.201 -3.030 -1.311
C -3.236 -4.035 -0.334
C -4.372 -4.979 -0.242
C -2.208 -4.078 0.618
C -1.150 -3.197 0.593
C -0.129 -3.173 1.681
H 3.365 0.564 2.713
H 2.956 -0.745 1.603
H 1.703 0.411 2.113
H 2.909 2.247 0.979
H 4.904 0.106 0.130
H 5.178 1.600 1.011
H 4.744 1.677 -0.688
H 2.977 1.682 -2.639
H 1.139 3.673 -1.188
H 2.061 4.047 -2.651
H 2.919 3.666 -1.167
H -0.094 1.782 -2.544
H 0.902 0.555 -3.373
H 0.887 2.214 -3.964
H 4.134 -0.374 -1.979
H 5.603 -1.975 -2.957
H 4.809 -3.375 -3.710
H 5.471 -3.520 -2.106
H 2.843 -4.427 -2.320
H 0.651 -3.821 -1.397
H -1.531 -1.072 -3.118
H -1.894 -0.021 -1.729
H -3.213 -0.772 -2.673
H -4.002 -2.966 -2.032
H -5.201 -4.677 -0.874
H -4.712 -5.075 0.788
H -4.053 -5.975 -0.553
H -2.259 -4.811 1.409
H -0.515 -3.671 2.567
H 0.124 -2.143 1.935
H 0.791 -3.683 1.391

[3]
82
Properties=species:S:1:pos:R:3 method="wB97M-V/def2-TZVPD" total_charge=-1 homo_ev="-3.248 / -3.466" gap_ev="5.62 / 5.68" spin_multiplicity=4
Cr 0.362 0.022 -0.039
C -1.244 3.205 2.502
C -0.907 2.536 1.180
O 0.017 1.687 1.166
C -1.630 2.918 0.002
C -2.283 4.157 -0.127
C -2.851 4.549 -1.314
C -2.807 3.702 -2.426
C -2.201 2.477 -2.338
C -1.603 2.026 -1.131
O -1.090 0.858 -1.083
H -0.995 2.529 3.314
H -2.298 3.463 2.563
H -0.655 4.116 2.622
H -2.285 4.846 0.707
H -3.306 5.526 -1.396
H -3.247 4.027 -3.361
H -2.130 1.827 -3.197
C -0.560 -2.381 4.012
Si -0.893 -0.718 3.091
C -2.586 0.022 3.659
C 0.436 0.412 3.892
N -0.827 -0.913 1.382
C -1.439 -1.997 0.819
C -2.417 -2.769 1.452
C -2.950 -3.898 0.861
C -2.508 -4.284 -0.392
C -1.583 -3.506 -1.063
C -1.057 -2.338 -0.509
N -0.188 -1.506 -1.170
Si -0.515 -1.267 -2.877
C 0.263 0.217 -3.795
C 0.133 -2.714 -3.987
C -2.421 -1.158 -3.089
H -1.249 -2.517 4.841
H 0.447 -2.401 4.420
H -0.662 -3.238 3.356
H -2.489 0.593 4.579
H -3.330 -0.749 3.838
H -2.984 0.685 2.897
H -0.008 0.951 4.726
H 0.845 1.132 3.197
H 1.269 -0.163 4.290
H -2.762 -2.472 2.428
H -3.687 -4.486 1.390
H -2.893 -5.182 -0.855
H -1.243 -3.810 -2.039
H 1.311 0.041 -4.010
H 0.201 1.139 -3.236
H -0.246 0.355 -4.748
H 1.086 -2.439 -4.428
H -0.563 -2.886 -4.803
H 0.282 -3.654 -3.468
H -2.824 -0.374 -2.459
H -2.894 -2.083 -2.782
H -2.708 -0.949 -4.113
Br 1.503 -3.239 1.166
C 2.327 -1.620 1.684
C 3.346 -1.729 2.614
C 4.082 -0.602 2.952
C 3.735 0.589 2.309
C 2.696 0.599 1.417
N 1.938 -0.478 1.089
H 3.568 -2.692 3.048
H 4.885 -0.649 3.672
H 4.269 1.507 2.509
H 2.430 1.519 0.922
C 1.525 3.141 -1.239
C 2.289 1.920 -1.633
C 3.472 1.920 -2.333
C 3.869 0.577 -2.443
C 2.908 -0.172 -1.801
C 2.949 -1.659 -1.647
N 1.924 0.644 -1.307
H 1.753 3.964 -1.917
H 1.784 3.456 -0.223
H 0.457 2.961 -1.273
H 3.991 2.783 -2.712
H 4.745 0.210 -2.948
H 3.461 -2.097 -2.503
H 1.945 -2.074 -1.599
H 3.514 -1.945 -0.754

[4]
92
Properties=species:S:1:pos:R:3 method="wB97M-V/def2-TZVPD" total_charge=0 homo_ev=-6.457 gap_ev=5.83
C 5.262 -0.075 -0.304
O 4.469 -0.752 -1.254
C 3.181 -0.138 -1.405
C 2.121 -0.972 -0.687
C 2.025 -2.384 -0.806
P 3.151 -3.454 -1.845
O 2.185 -4.760 -2.218
Br 3.492 -2.488 -3.826
C 1.059 -3.124 -0.129
C 0.154 -2.500 0.716
C 0.260 -1.152 0.824
C 1.195 -0.365 0.141
C 0.957 1.092 0.500
O 1.604 2.006 0.075
N -0.110 1.158 1.444
C -1.385 1.829 1.016
S -1.237 3.581 0.416
O -1.972 3.664 -0.852
O -2.111 4.796 1.462
C -0.536 -0.188 1.653
O -1.429 -0.540 2.379
H 6.272 -0.500 -0.357
H 4.911 -0.207 0.732
H 5.365 0.994 -0.551
H 3.272 0.883 -1.030
H 2.969 -0.095 -2.488
H 1.633 -4.483 -2.968
H 1.030 -4.200 -0.261
H -0.598 -3.034 1.287
H -2.013 1.887 1.910
H -1.945 1.175 0.314
H 0.057 4.015 0.329
C 3.361 -4.397 -8.084
C 2.497 -3.951 -6.989
N 1.823 -3.601 -6.128
H 3.620 -5.445 -7.947
H 2.843 -4.279 -9.034
H 4.274 -3.804 -8.100
C -1.201 -1.138 -2.694
C -1.509 -2.485 -2.205
N -1.745 -3.540 -1.820
H -0.643 -0.591 -1.935
H -0.601 -1.203 -3.600
H -2.124 -0.605 -2.914
C -5.750 6.474 0.797
C -4.360 6.029 0.929
N -3.281 5.645 1.030
H -6.388 5.890 1.459
H -5.826 7.527 1.064
H -6.086 6.341 -0.230
C -4.000 -2.780 2.374
C -5.185 -3.262 3.091
N -6.110 -3.639 3.655
H -4.094 -3.000 1.312
H -3.899 -1.704 2.507
H -3.108 -3.270 2.761
C -0.275 7.714 0.104
C -0.405 9.077 -0.420
N -0.506 10.144 -0.831
H -0.482 6.994 -0.681
H 0.735 7.552 0.473
H -0.981 7.563 0.920
C -1.721 -2.807 5.829
C -0.962 -3.372 4.711
N -0.370 -3.815 3.833
H -2.016 -3.599 6.514
H -1.110 -2.087 6.363
H -2.614 -2.309 5.454
C -2.981 1.006 7.449
C -2.211 -0.127 7.970
N -1.607 -1.013 8.379
H -4.009 0.699 7.267
H -2.974 1.820 8.171
H -2.541 1.352 6.516
C 2.685 4.563 -3.106
C 1.780 4.977 -2.037
N 1.070 5.302 -1.197
H 2.916 3.506 -3.002
H 2.214 4.732 -4.073
H 3.607 5.140 -3.052
C 4.687 0.772 -5.783
C 3.818 1.199 -4.686
N 3.123 1.500 -3.824
H 4.948 -0.277 -5.657
H 4.171 0.901 -6.733
H 5.597 1.369 -5.787
C -1.570 -7.092 2.817
C -1.847 -8.448 3.298
N -2.064 -9.510 3.674
H -1.020 -6.534 3.573
H -0.974 -7.136 1.907
H -2.505 -6.576 2.605

[5]
86
Properties=species:S:1:pos:R:3 method="wB97M-V/def2-TZVPD" total_charge=+2 homo_ev=-13.263 gap_ev=6.91
Ti 0.072 0.390 -0.227
F -4.908 -1.526 0.604
C -3.825 -0.991 1.171
C -2.697 -0.803 0.388
C -1.550 -0.263 0.950
C -1.568 0.124 2.299
C -2.722 -0.103 3.046
F -2.771 0.262 4.332
C -3.862 -0.667 2.510
C -0.396 0.865 2.771
C -0.115 1.208 4.090
C 1.022 1.940 4.373
C 1.864 2.314 3.336
C 1.536 1.924 2.057
N 0.433 1.221 1.764
H -2.766 -1.069 -0.659
H -4.746 -0.822 3.111
H -0.779 0.900 4.880
H 1.251 2.210 5.395
H 2.763 2.885 3.512
H 2.173 2.181 1.227
C -2.202 2.277 -4.654
O -2.261 1.908 -3.255
C -1.286 1.267 -2.703
O -1.364 1.008 -1.483
N -0.213 0.861 -3.405
N 0.837 0.359 -2.627
H -3.131 2.801 -4.845
H -2.148 1.382 -5.273
H -1.358 2.946 -4.823
H -0.019 1.223 -4.327
H 1.571 1.062 -2.552
H 1.200 -0.486 -3.057
C -2.384 -4.157 0.023
C -0.917 -3.894 0.354
C -0.144 -5.211 0.308
Sb 0.007 -2.390 -0.923
C -0.825 -2.712 -2.906
C -2.263 -2.228 -3.056
C -0.672 -4.165 -3.349
C 1.963 -3.259 -1.253
C 2.686 -2.657 -2.454
C 2.855 -3.281 -0.017
H -2.770 -4.897 0.727
H -2.501 -4.581 -0.974
H -3.016 -3.277 0.100
H -0.840 -3.453 1.352
H -0.176 -5.662 -0.686
H -0.623 -5.915 0.992
H 0.896 -5.123 0.613
H -0.188 -2.098 -3.551
H -2.950 -2.807 -2.439
H -2.584 -2.349 -4.092
H -2.384 -1.175 -2.793
H -1.293 -4.836 -2.755
H 0.358 -4.518 -3.295
H -0.995 -4.265 -4.388
H 1.689 -4.288 -1.501
H 3.000 -1.627 -2.264
H 2.089 -2.695 -3.370
H 3.599 -3.220 -2.655
H 3.195 -2.286 0.257
H 3.738 -3.888 -0.223
H 2.361 -3.709 0.856
O 4.129 0.769 -0.600
C 3.065 0.334 -0.337
N 1.987 -0.103 -0.073
C 1.054 6.314 -0.210
N 2.199 5.426 -0.320
C 2.192 4.126 -0.645
Se 0.641 3.162 -1.073
N 3.459 3.679 -0.622
C 4.319 4.718 -0.283
C 5.698 4.771 -0.133
C 6.228 5.999 0.212
C 5.416 7.127 0.401
C 4.044 7.070 0.251
C 3.514 5.833 -0.095
H 0.142 5.725 -0.242
H 1.060 7.029 -1.031
H 1.110 6.846 0.738
H 3.749 2.741 -0.867
H 6.324 3.903 -0.282
H 7.297 6.096 0.338
H 5.878 8.067 0.669
H 3.423 7.943 0.394